{
  "formula": "C42H92CuF3N2O18S6",
  "method": "ωB97M-V/def2-TZVPD",
  "elements": ["Cu", "C", "O", "O", "C", "F", "F", "F", "C", "C", "H", "H", "H", "H", "H", "H", "C", "C", "C", "O", "H", "H", "H", "H", "H", "H", "H", "H", "C", "C", "C", "O", "H", "H", "H", "H", "H", "H", "H", "H", "C", "C", "C", "O", "C", "N", "H", "H", "H", "H", "H", "H", "H", "H", "H", "H", "H", "C", "C", "C", "O", "C", "N", "H", "H", "H", "H", "H", "H", "H", "H", "H", "H", "H", "C", "C", "C", "S", "O", "O", "C", "H", "H", "H", "H", "H", "H", "H", "H", "C", "C", "C", "S", "O", "O", "C", "H", "H", "H", "H", "H", "H", "H", "H", "C", "C", "C", "S", "O", "O", "C", "H", "H", "H", "H", "H", "H", "H", "H", "C", "C", "C", "S", "O", "O", "C", "H", "H", "H", "H", "H", "H", "H", "H", "C", "C", "C", "S", "O", "O", "C", "H", "H", "H", "H", "H", "H", "H", "H", "C", "C", "C", "S", "O", "O", "C", "H", "H", "H", "H", "H", "H", "H", "H"],
  "xyz": [[10.6184, -22.2660, 18.7779], [10.1830, -20.7390, 12.6295], [10.0182, -19.3212, 12.9205], [10.5833, -21.3918, 13.8635], [9.0764, -21.2655, 11.6880], [8.5205, -20.4185, 10.8227], [9.4570, -22.2543, 10.9553], [8.1351, -21.6822, 12.4744], [10.5455, -18.3253, 12.0288], [9.7855, -17.0232, 12.2286], [10.2637, -16.2111, 11.6810], [8.7267, -17.2192, 12.0591], [9.9404, -16.7351, 13.2684], [10.4401, -18.5648, 10.9707], [11.6148, -18.1344, 12.1192], [11.0552, -20.7573, 11.9760], [15.7602, -29.8331, 11.0926], [15.0142, -29.4423, 9.8249], [14.3803, -28.0632, 9.8915], [15.8657, -29.4926, 8.7191], [16.0322, -30.8878, 11.0511], [15.1065, -29.7211, 11.9576], [16.6778, -29.2661, 11.2493], [14.3276, -30.2165, 9.4825], [15.1186, -27.2635, 9.8327], [13.7732, -27.9055, 10.7830], [13.6909, -27.9354, 9.0569], [16.4696, -28.7479, 8.7674], [16.4854, -11.0727, 14.3796], [17.4045, -9.9536, 13.8651], [18.3607, -9.4673, 14.8697], [18.2036, -10.6361, 12.8767], [15.8467, -11.4117, 13.5640], [16.0022, -10.6207, 15.2458], [17.0374, -11.9315, 14.7614], [16.9099, -9.2211, 13.2272], [18.0523, -8.5324, 15.3377], [19.3675, -9.3489, 14.4693], [18.4239, -10.1317, 15.7315], [17.7584, -10.3151, 12.0891], [1.9677, -9.3782, 19.9769], [2.6482, -10.0343, 18.7172], [4.0189, -10.6548, 18.9303], [4.6763, -10.7112, 17.6519], [6.0388, -11.2117, 17.7830], [1.7984, -11.0514, 18.1370], [2.7362, -8.7680, 20.4513], [1.6016, -10.1454, 20.6592], [1.0404, -8.9046, 19.6546], [2.6787, -9.2803, 17.9307], [3.8910, -11.6454, 19.3668], [4.5342, -10.0592, 19.6838], [6.6291, -11.1799, 16.8673], [6.1025, -12.2865, 17.9531], [6.6679, -10.6805, 18.4973], [2.3166, -11.2047, 17.2837], [0.9634, -10.5818, 17.8172], [12.2089, -14.0492, 4.1174], [12.8404, -13.9773, 2.7256], [14.1854, -14.7343, 2.6469], [14.7908, -14.5659, 1.3277], [15.8129, -15.5429, 1.1517], [11.9516, -14.3708, 1.7027], [12.8061, -13.7410, 4.9756], [11.8358, -15.0583, 4.2919], [11.3817, -13.3518, 4.2500], [13.0217, -12.9196, 2.5344], [13.8338, -15.7511, 2.8218], [14.9295, -14.4469, 3.3898], [16.5600, -15.5294, 1.9452], [16.2889, -15.2322, 0.2217], [15.4770, -16.5695, 1.0054], [11.7384, -15.3449, 1.5419], [12.3156, -14.1479, 0.7873], [13.1308, -23.5373, 2.9132], [13.3491, -22.5980, 4.1227], [11.9505, -22.1964, 4.7110], [10.8584, -22.0337, 3.2606], [10.9189, -20.5721, 2.8395], [9.6753, -22.8513, 3.5568], [11.9751, -22.9537, 2.1279], [12.8532, -24.5485, 3.2105], [14.0527, -23.6190, 2.3374], [13.9059, -21.6808, 3.9309], [13.9607, -23.0653, 4.8945], [11.9392, -21.3313, 5.3740], [11.5864, -23.0941, 5.2107], [12.2401, -22.0951, 1.5109], [11.3122, -23.6397, 1.6005], [2.9678, -19.3232, 14.7374], [3.1578, -17.8721, 15.3288], [4.3208, -17.9694, 16.3325], [4.1749, -19.6510, 17.1823], [3.4329, -19.3644, 18.4307], [5.5242, -20.3404, 17.1565], [3.0661, -20.3832, 15.9048], [3.7951, -19.4590, 14.0408], [2.0959, -19.3869, 14.0863], [2.2879, -17.5874, 15.9207], [3.2780, -17.1065, 14.5623], [4.2416, -17.1760, 17.0757], [5.2782, -17.9324, 15.8128], [2.0546, -20.3919, 16.3110], [3.4486, -21.3523, 15.5846], [7.8232, -30.9683, 16.6827], [8.8185, -30.3470, 15.7568], [8.2450, -28.9983, 15.3040], [7.3782, -28.2868, 16.8310], [5.9957, -27.9173, 16.4407], [8.2505, -27.3414, 17.5588], [7.3612, -29.9036, 17.6997], [8.0427, -31.9095, 17.1868], [6.9834, -31.1714, 16.0182], [9.0242, -30.9762, 14.8909], [9.7602, -30.2146, 16.2895], [7.4592, -29.0904, 14.5543], [8.9306, -28.2625, 14.8839], [6.3391, -29.9848, 18.0695], [7.9615, -29.6142, 18.5623], [2.3489, -25.1162, 7.8989], [1.4991, -26.2348, 8.5471], [1.3502, -27.3687, 7.5694], [1.1022, -26.5936, 5.9174], [-0.3088, -26.2726, 5.7567], [1.8179, -27.2903, 4.8661], [1.9439, -25.0497, 6.4470], [3.4052, -25.3214, 8.0725], [2.1387, -24.1553, 8.3686], [0.5095, -25.8801, 8.8351], [2.0088, -26.5701, 9.4504], [0.5626, -28.1071, 7.7190], [2.3035, -27.8964, 7.5977], [1.2965, -24.1939, 6.2560], [2.7686, -24.9047, 5.7490], [18.4849, -21.4297, 14.4954], [18.7990, -19.8926, 14.5392], [18.4522, -19.3952, 13.1349], [18.9585, -20.7653, 11.9105], [20.2986, -20.4678, 11.2640], [17.8796, -21.0571, 10.9496], [19.1072, -22.1059, 13.2444], [17.3956, -21.4661, 14.5111], [18.8319, -21.8464, 15.4410], [19.8854, -19.8577, 14.6207], [18.3994, -19.3387, 15.3886], [18.6761, -18.3802, 12.8067], [17.3688, -19.4860, 13.2136], [20.1480, -22.3213, 13.4862], [18.5850, -22.9853, 12.8674], [3.9544, -17.6828, 5.5626], [4.9418, -16.5688, 5.6760], [4.5703, -15.8540, 6.9428], [2.6834, -15.7349, 6.7945], [2.3858, -14.4483, 6.1550], [2.0558, -16.1187, 8.0748], [2.4693, -17.0721, 5.5659], [4.0936, -18.3404, 6.4207], [4.1302, -18.2625, 4.6564], [4.9943, -15.8507, 4.8577], [5.9578, -16.9609, 5.7223], [5.0668, -14.9090, 7.1634], [4.7915, -16.4464, 7.8306], [2.1481, -16.5330, 4.6746], [1.6983, -17.7771, 5.8768]],
  "forces_ev_per_a": [[-0.178, -0.024, -0.085], [2.558, 2.994, 1.212], [-0.484, -1.150, -0.078], [-1.621, 0.762, -3.391], [-0.705, 0.560, 1.156], [0.492, 1.310, 0.291], [1.567, -2.067, -0.997], [-2.315, -0.890, 1.470], [-0.081, 0.390, -1.079], [0.595, -0.641, 1.207], [-0.462, -0.174, -0.515], [0.081, 0.539, -0.251], [-0.360, 0.030, 0.210], [-0.315, -0.694, -0.070], [0.228, -0.377, 0.718], [0.836, -0.601, 0.178], [-0.510, -0.560, 0.156], [0.187, 0.105, -0.027], [-0.883, -0.087, -0.015], [1.103, 0.142, -1.046], [0.116, 0.009, -0.086], [0.057, 0.123, 0.141], [-0.089, 0.235, -0.104], [-0.694, 0.061, 0.933], [0.205, -0.065, 0.099], [0.133, -0.080, 0.206], [0.131, 0.042, -0.174], [0.246, 0.076, -0.086], [-0.051, 1.377, 0.474], [0.357, -2.580, -1.238], [0.460, 1.127, 1.828], [0.160, 0.205, -1.117], [-0.373, 0.116, 0.374], [-0.931, -0.393, -0.057], [0.401, 0.203, -0.227], [-0.581, 0.603, 1.077], [-0.003, 0.279, -0.200], [-0.204, 0.085, -0.127], [0.100, -0.379, -0.135], [0.663, -0.644, -0.652], [0.785, -1.478, -1.089], [-0.928, 0.740, 0.759], [-0.404, 0.590, -0.008], [1.672, -0.448, 0.855], [-0.207, -0.232, -0.582], [-0.183, -0.541, -0.289], [-0.606, 0.454, 0.166], [0.424, -0.213, 0.176], [0.384, 0.682, 0.017], [0.895, 0.711, 0.351], [-0.004, -0.292, -0.140], [0.639, 0.224, -0.250], [-0.706, 0.764, -0.585], [-0.579, -0.167, 0.756], [-0.476, 0.152, 0.425], [-0.255, -0.855, -0.553], [-0.449, -0.092, -0.010], [-0.393, -0.111, 0.278], [1.560, 1.046, 0.828], [-0.587, 0.460, -0.812], [-0.604, -1.088, 1.672], [0.197, 0.863, -0.934], [-1.419, -0.256, -1.809], [0.822, -0.351, -0.300], [-0.066, -0.069, 0.180], [-0.355, -0.165, -0.691], [0.250, 0.160, -0.047], [0.643, -0.619, -0.150], [-0.105, 0.073, 0.236], [-0.015, 0.109, 0.217], [0.258, -0.177, 0.034], [-0.497, -0.037, 0.211], [0.068, -0.491, 1.071], [0.238, 0.645, 0.016], [-0.192, 0.499, 0.441], [-0.424, 0.501, 0.866], [0.769, -1.146, -0.618], [1.233, 1.695, 0.677], [-0.993, -3.710, 0.898], [0.609, 1.516, -0.776], [-0.973, 1.126, -0.362], [0.113, 0.041, 0.357], [-0.169, 0.073, -0.189], [-0.070, -0.020, -0.763], [-0.217, -0.293, 0.084], [-0.049, -0.026, -0.317], [-0.318, 0.218, 0.231], [0.361, -0.393, -0.430], [0.327, -0.072, -0.092], [1.332, 0.745, 0.223], [-0.401, -1.467, 0.853], [-0.079, -0.450, -0.446], [1.341, 1.174, -0.020], [1.280, -1.143, -1.734], [-3.249, 1.389, 0.309], [-0.508, 1.407, -0.750], [0.253, -0.210, 0.056], [-0.326, -0.273, 0.570], [-0.274, -0.053, -0.164], [0.277, -0.196, 0.005], [0.234, -0.350, 0.207], [0.098, -0.148, 0.203], [0.249, -0.565, 0.486], [-0.136, 0.125, 0.215], [-1.634, 0.337, 0.512], [1.216, 0.576, -0.133], [-0.488, 0.644, 0.623], [-0.589, -0.115, -1.290], [2.277, -0.244, 0.757], [-1.120, -1.062, -0.953], [-0.377, 1.338, 0.014], [0.523, 0.143, -0.172], [-0.504, -0.213, 0.342], [-0.041, -0.024, 0.026], [0.205, 0.233, -0.138], [-0.215, -0.265, 0.218], [0.273, -0.108, 0.428], [-0.010, -0.324, -0.204], [0.538, -0.858, -0.019], [-0.502, -0.371, 0.379], [-0.483, 0.406, 0.583], [0.582, -0.521, -0.703], [-0.179, 0.466, 0.872], [0.910, -0.436, 0.092], [-0.372, 0.472, 0.752], [0.486, 0.505, -1.418], [0.028, -0.105, -0.346], [0.019, -0.086, 0.106], [0.037, 0.253, 0.027], [-0.190, -0.129, 0.049], [-0.133, 0.322, 0.150], [0.028, -0.207, -0.661], [-0.425, -0.363, 0.012], [0.190, -0.211, 0.103], [-0.691, 0.955, 0.433], [2.446, -1.182, -1.374], [-1.379, -0.991, 0.262], [2.332, 0.806, -1.906], [-3.270, -0.702, 2.319], [0.967, 0.252, 1.928], [-0.471, 1.536, 0.307], [-0.147, -0.538, -0.219], [0.085, -0.368, -0.221], [0.255, 0.323, 0.377], [-0.410, -0.152, -0.324], [0.555, -0.363, -0.042], [-0.349, 0.153, -1.015], [0.063, 0.110, -0.617], [0.021, 0.165, 0.092], [-1.711, -0.177, -1.323], [1.118, 0.711, 0.166], [-0.829, 0.074, 0.797], [0.112, 0.817, 1.231], [0.129, -1.448, 0.732], [0.852, 0.583, -1.753], [1.651, 0.071, 0.763], [-0.273, -0.074, 0.013], [-0.186, -0.107, 0.030], [-0.541, -0.163, -0.289], [0.063, -0.138, 0.207], [-0.570, 0.341, -0.524], [-0.354, -0.390, -0.044], [0.386, -0.285, -0.207], [0.164, 0.178, 0.197]],
  "mulliken_charge": [1.000, -0.111, -0.333, -0.334, 0.923, -0.243, -0.269, -0.265, -0.120, -1.238, 0.384, 0.304, 0.290, 0.303, 0.347, 0.363, -1.182, 0.388, -1.159, -0.536, 0.324, 0.328, 0.295, 0.248, 0.315, 0.324, 0.328, 0.328, -1.276, 0.397, -1.310, -0.552, 0.318, 0.355, 0.327, 0.430, 0.336, 0.347, 0.299, 0.328, -1.421, 0.450, -0.671, -0.319, -0.793, -0.810, 0.368, 0.343, 0.354, 0.349, 0.352, 0.354, 0.298, 0.298, 0.309, 0.282, 0.258, -1.408, 0.466, -0.667, -0.302, -0.727, -0.693, 0.373, 0.303, 0.339, 0.268, 0.290, 0.395, 0.292, 0.259, 0.297, 0.214, 0.302, -0.517, -0.655, -0.691, 1.067, -0.635, -0.639, -0.691, 0.278, 0.308, 0.322, 0.354, 0.419, 0.332, 0.337, 0.410, -0.684, -0.636, -0.654, 1.054, -0.621, -0.647, -0.599, 0.279, 0.386, 0.305, 0.357, 0.381, 0.355, 0.336, 0.389, -0.543, -0.583, -0.718, 1.075, -0.630, -0.659, -0.688, 0.345, 0.278, 0.326, 0.294, 0.356, 0.404, 0.380, 0.362, -0.551, -0.579, -0.713, 1.054, -0.621, -0.629, -0.654, 0.300, 0.263, 0.316, 0.329, 0.430, 0.334, 0.363, 0.359, -0.699, -0.627, -0.661, 0.997, -0.617, -0.620, -0.579, 0.323, 0.346, 0.317, 0.358, 0.434, 0.316, 0.341, 0.370, -0.585, -0.542, -0.732, 1.077, -0.639, -0.648, -0.633, 0.292, 0.334, 0.300, 0.312, 0.399, 0.354, 0.358, 0.353],
  "largest_force_ev_per_a": 4.12,
  "total_charge": 1,
  "s2": 0.75,
  "energy_ha": -7447.75087,
  "multiplicity": 2
}